Below is 2 unconnected molecules or ions with the total composition C4H14N2, with properties calculated with ωB97M-V/def2-TZVPD.

```
20
Properties=species:S:1:pos:R:3:forces:R:3:nbo_charge:R:1
C -2.496 0.956 1.312 0.905 0.963 4.232 -0.6170
C -3.009 0.356 0.099 -2.620 -1.652 0.224 -0.4157
C -2.113 -0.560 -0.612 1.856 -0.619 0.672 -0.6043
H -2.307 0.393 2.286 -0.906 -0.488 -1.409 0.2141
H -1.465 1.347 1.284 -0.354 0.618 -0.896 0.1834
H -3.209 1.721 1.651 0.594 0.234 -0.079 0.2293
H -3.958 -0.283 0.248 1.029 1.518 0.349 0.2094
H -3.276 1.167 -0.544 -0.466 0.411 -0.598 0.2090
H -1.366 -1.043 0.053 -0.245 0.335 -0.080 0.1761
H -1.592 0.029 -1.346 0.358 -0.416 -0.965 0.1860
H -2.723 -1.363 -0.925 -0.042 -0.878 -1.460 0.2342
N 4.375 -0.457 0.146 -1.310 0.598 -2.788 -0.6997
C 2.936 -0.757 -0.086 -0.204 1.194 0.619 -0.1356
N 2.170 0.257 -0.810 -0.914 -2.054 1.920 -0.2987
H 4.410 0.563 0.171 0.071 0.229 1.056 0.3721
H 4.878 -0.540 -0.767 -0.117 -0.893 0.877 0.3786
H 2.420 -0.892 0.851 -0.022 -0.072 0.618 0.2514
H 2.661 -1.665 -0.637 0.650 -0.486 -0.275 0.2878
H 2.533 0.455 -1.690 0.686 1.202 -2.074 0.3991
H 1.131 0.316 -0.684 1.049 0.258 0.055 0.4406
```
Positions in Å, forces in eV/Å.

Values from the calculation:
**Total charge**: +1
**Highest occupied orbital energy (alpha / beta)**: -13.611 / -13.610 eV
**2S+1**: 2
**Largest force on an atom**: 4.43 eV/A
**HOMO-LUMO gap (alpha / beta)**: 0.361 / 0.168 Eh
**Relative energy (zero: lowest compared OMol25 entry of this formula, charge and spin)**: 39.8 kcal per mole